C4H9BrN | ωB97M-V/def2-TZVPD

XYZ file:
```
15
C4H9BrN (ωB97M-V/def2-TZVPD)
C 1.08 0.52 -0.75
C 0.32 -0.69 -1.13
C 1.77 -1.56 0.83
C -2.53 1.57 0.30
N 1.20 -0.82 -0.22
Br -2.07 -0.30 -0.02
H 1.89 0.89 -1.38
H 0.60 1.28 -0.14
H -0.16 -1.27 -1.88
H 1.70 -2.63 0.62
H 2.81 -1.27 0.96
H 1.24 -1.36 1.77
H -1.85 2.19 -0.27
H -3.55 1.70 -0.05
H -2.45 1.74 1.37
```

Its net charge is +1. Its lowest unoccupied orbital energy is -4.451 eV. The HOMO-LUMO gap is 10.00 eV. As for the multiplicity: 1. The HOMO energy comes out at -14.45 eV. For the strongest force on any atom, the calculation gives 1.93 eV Å⁻¹.



C2HFNiO | ωB97M-V/def2-TZVPD

XYZ file:
```
6
C2HFNiO (ωB97M-V/def2-TZVPD)
H 1.51 -0.30 0.24
C 0.36 -0.17 0.11
C 0.53 0.68 -1.03
O -0.44 0.03 1.03
F -0.02 0.36 -2.12
Ni -1.94 -0.60 1.77
```

Its net charge is +2. Its lowest unoccupied orbital energy (spin up / spin down) is -12.293 / -14.539 eV. The HOMO-LUMO gap (spin up / spin down) is 9.31 / 6.11 eV. As for the multiplicity: 3. The HOMO energy (spin up / spin down) comes out at -21.61 / -20.65 eV. For the strongest force on any atom, the calculation gives 4.70 eV Å⁻¹.



C24H28IrN6OTe4 | ωB97M-V/def2-TZVPD

XYZ file:
```
64
C24H28IrN6OTe4 (ωB97M-V/def2-TZVPD)
Ir -9.84 -12.31 7.05
C -10.85 -12.88 10.13
C -10.21 -11.57 10.60
C -10.53 -10.37 9.75
C -10.71 -9.14 10.35
C -11.19 -8.05 9.61
C -11.44 -8.25 8.26
C -11.18 -9.48 7.71
N -10.72 -10.52 8.42
N -10.01 -13.55 9.14
C -10.67 -14.78 8.69
C -10.00 -15.41 7.49
C -9.78 -16.77 7.38
C -9.07 -17.24 6.30
C -8.58 -16.34 5.37
C -8.84 -14.99 5.53
N -9.54 -14.54 6.58
C -8.69 -13.90 9.68
C -7.57 -13.00 9.27
C -6.47 -12.84 10.10
C -5.31 -12.22 9.63
C -5.32 -11.79 8.31
C -6.48 -11.92 7.57
N -7.58 -12.49 8.03
H -11.81 -12.66 9.69
H -11.04 -13.57 10.95
H -9.14 -11.71 10.63
H -10.58 -11.35 11.59
H -10.53 -9.06 11.41
H -11.37 -7.11 10.11
H -11.81 -7.48 7.61
H -11.33 -9.64 6.63
H -11.71 -14.54 8.44
H -10.75 -15.49 9.52
H -10.23 -17.43 8.11
H -8.87 -18.30 6.22
H -7.96 -16.71 4.56
H -8.47 -14.26 4.82
H -8.44 -14.87 9.27
H -8.73 -14.01 10.77
H -6.54 -13.18 11.11
H -4.42 -12.12 10.25
H -4.46 -11.34 7.85
H -6.55 -11.58 6.54
Te -10.00 -11.79 4.07
Te -11.96 -12.71 2.69
Te -13.79 -13.58 4.70
Te -12.71 -12.62 6.79
N -8.71 -10.37 6.44
C -8.24 -9.31 6.40
N -7.72 -8.12 6.31
C -6.66 -7.63 7.19
C -5.31 -7.71 6.47
O -5.39 -7.08 5.22
C -6.33 -7.60 4.36
C -7.70 -7.50 4.99
H -6.68 -8.21 8.11
H -6.88 -6.58 7.38
H -5.04 -8.77 6.38
H -4.55 -7.21 7.07
H -6.11 -8.63 4.08
H -6.30 -7.00 3.46
H -8.46 -7.99 4.40
H -7.92 -6.43 5.10
```

Its net charge is +2. Its lowest unoccupied orbital energy (spin up / spin down) is -6.004 / -7.570 eV. The HOMO-LUMO gap (spin up / spin down) is 6.46 / 6.02 eV. As for the multiplicity: 6. The HOMO energy (spin up / spin down) comes out at -12.46 / -13.59 eV. For the strongest force on any atom, the calculation gives 1.38 eV Å⁻¹.



C4H5BO2 | ωB97M-V/def2-TZVPD

XYZ file:
```
12
C4H5BO2 (ωB97M-V/def2-TZVPD)
B 0.97 -0.55 0.08
C -0.41 -1.17 0.23
C -1.39 -0.27 0.13
C 0.63 1.01 0.22
C -0.83 1.08 -0.29
O 1.27 1.94 0.71
O 2.16 -1.30 -0.28
H -0.65 -2.18 0.55
H -2.46 -0.48 0.43
H -0.81 1.03 -1.35
H -1.46 1.79 0.06
H 2.99 -0.90 -0.48
```

Its net charge is 0. Its lowest unoccupied orbital energy (spin up / spin down) is 0.621 / -2.317 eV. The HOMO-LUMO gap (spin up / spin down) is 7.35 / 7.66 eV. As for the multiplicity: 3. The HOMO energy (spin up / spin down) comes out at -6.73 / -9.97 eV. For the strongest force on any atom, the calculation gives 3.02 eV Å⁻¹.



H28NO12 | ωB97M-V/def2-TZVPD

XYZ file:
```
41
H28NO12 (ωB97M-V/def2-TZVPD)
N -0.54 0.70 -0.02
H -0.63 0.08 0.78
H 0.32 0.39 -0.45
H -0.45 1.69 0.18
H -1.34 0.50 -0.66
O -0.29 0.71 -3.07
H 0.55 1.19 -3.05
H -0.84 1.27 -3.58
O 0.54 -2.37 0.40
H 0.09 -2.35 -0.49
H 0.89 -3.25 0.46
O 2.26 -0.63 -2.01
H 2.74 -0.22 -2.71
H 2.54 -0.23 -1.20
O -0.58 3.64 -1.67
H 0.22 3.23 -1.98
H -1.34 3.29 -2.12
O -0.45 -1.73 -1.93
H -1.02 -2.20 -2.47
H -0.14 -1.00 -2.47
O 2.14 -0.93 2.46
H 1.84 -1.75 2.08
H 1.43 -0.39 2.81
O 1.10 2.30 1.82
H 1.66 2.99 2.10
H 1.66 1.72 1.28
O -0.27 0.67 3.42
H 0.22 1.38 3.01
H 0.02 0.64 4.34
O 2.71 0.75 0.31
H 3.59 1.06 0.05
H 2.67 -0.03 0.90
O -0.85 -1.97 3.04
H -0.53 -2.38 2.24
H -1.00 -1.03 2.87
O -2.89 -1.17 0.84
H -2.64 -2.11 0.74
H -3.37 -0.93 0.03
O -3.47 -0.56 -1.72
H -2.89 -1.08 -2.26
H -3.66 0.15 -2.31
```

Its net charge is +1. Its lowest unoccupied orbital energy is -3.570 eV. The HOMO-LUMO gap is 9.48 eV. As for the multiplicity: 1. The HOMO energy comes out at -13.05 eV. For the strongest force on any atom, the calculation gives 2.38 eV Å⁻¹.



C12H25LiNO4 | ωB97M-V/def2-TZVPD

XYZ file:
```
43
C12H25LiNO4 (ωB97M-V/def2-TZVPD)
Li -0.81 0.00 -0.50
C -2.36 -2.15 -2.02
O -1.03 -1.73 -1.71
C -0.22 -1.79 -2.90
C 1.12 -1.15 -2.60
O 0.87 0.01 -1.77
C 1.06 1.25 -2.49
C -0.29 1.85 -2.78
O -1.01 1.89 -1.52
C -2.35 2.34 -1.77
H -2.38 -3.26 -2.09
H -2.72 -1.68 -2.97
H -3.01 -1.86 -1.19
H -0.76 -1.22 -3.73
H -0.12 -2.85 -3.28
H 1.70 -0.86 -3.49
H 1.80 -1.80 -2.00
H 1.65 1.10 -3.42
H 1.64 1.96 -1.89
H -0.88 1.23 -3.52
H -0.21 2.85 -3.26
H -2.30 3.38 -2.17
H -2.94 2.30 -0.88
H -2.83 1.68 -2.53
O -1.26 -0.06 1.32
C -0.74 0.08 2.46
C -0.25 1.43 2.98
C 1.26 1.30 3.41
C 2.10 0.26 2.62
C 2.10 -1.19 3.18
C 0.74 -1.85 2.86
N -0.36 -0.97 3.28
H -0.94 1.69 3.83
H -0.43 2.18 2.21
H 1.28 1.08 4.50
H 1.75 2.27 3.33
H 3.15 0.64 2.55
H 1.77 0.24 1.56
H 2.32 -1.24 4.29
H 2.89 -1.81 2.73
H 0.60 -2.83 3.34
H 0.63 -2.00 1.79
H -0.25 -0.70 4.24
```

Its net charge is +1. Its lowest unoccupied orbital energy is -1.982 eV. The HOMO-LUMO gap is 10.66 eV. As for the multiplicity: 1. The HOMO energy comes out at -12.65 eV. For the strongest force on any atom, the calculation gives 2.42 eV Å⁻¹.



C5H15NOS | ωB97M-V/def2-TZVPD

XYZ file:
```
23
C5H15NOS (ωB97M-V/def2-TZVPD)
C 2.42 0.97 0.37
N 1.45 2.05 0.04
C 0.06 1.65 0.38
C -0.42 0.26 -0.09
C -1.86 -0.11 0.22
C -3.00 0.63 -0.53
S -3.65 -0.32 -1.84
H 2.08 0.17 1.04
H 2.84 0.51 -0.54
H 3.24 1.53 0.85
H 1.43 2.11 -0.97
H -0.01 1.55 1.47
H -0.56 2.50 0.08
H 0.14 -0.53 0.40
H -0.18 0.11 -1.15
H -1.91 -1.21 0.04
H -2.08 -0.17 1.27
H -2.60 1.64 -0.72
H -3.67 0.96 0.27
H -2.96 0.23 -2.88
O 3.46 -4.92 0.65
H 2.80 -5.48 1.07
H 2.96 -4.10 0.56
```

Its SMILES is CNCCCCS.O. Its net charge is 0. Its lowest unoccupied orbital energy is 0.471 eV. The HOMO-LUMO gap is 9.49 eV. As for the multiplicity: 1. The HOMO energy comes out at -9.02 eV. For the strongest force on any atom, the calculation gives 3.34 eV Å⁻¹.



C4H11N4 | ωB97M-V/def2-TZVPD

XYZ file:
```
19
C4H11N4 (ωB97M-V/def2-TZVPD)
H 1.24 -3.29 0.22
N 0.42 -2.80 0.52
C 0.21 -1.60 0.27
N -0.79 -0.93 1.01
N -1.15 0.29 0.34
C -1.63 1.38 1.21
C 0.19 0.60 -0.30
N 0.76 -0.60 -0.63
C 1.25 -0.74 -1.99
H -1.47 -1.50 1.51
H -1.90 0.09 -0.33
H -0.82 1.78 1.97
H -1.52 2.24 0.50
H -2.55 1.10 1.79
H 0.74 1.28 0.30
H -0.07 1.22 -1.17
H 0.41 -0.25 -2.62
H 2.12 -0.20 -2.14
H 1.32 -1.87 -2.25
```

Its SMILES is [H]/N=C1/N[N@@H+](C)CN1C. Its net charge is +1. Its lowest unoccupied orbital energy is -3.329 eV. The HOMO-LUMO gap is 10.20 eV. As for the multiplicity: 1. The HOMO energy comes out at -13.53 eV. For the strongest force on any atom, the calculation gives 4.49 eV Å⁻¹.



DFT total energy: -75817.0387, -47869.9708, -68327.1809, -8997.5464, -26509.7527, -22729.8706, -19799.7879, -10277.6556 (eV)
Energy relative to the best compared isomer or geometry (same formula, charge and spin): 116.66, 7.18, 0.00, 39.87, 0.00, 0.00, 149.45, 340.97 (kJ/mol)